Entry 1:
# C26H37Cl2I2N3O6S

A 2-piece molecular cluster, C26H37Cl2I2N3O6S overall at a distorted geometry (ωB97M-V with the def2-TZVPD basis set, the OMol25 dataset).

Each line ends with the Löwdin charge.
Element x y z (Å)
1 C -4.4099 -1.0167 -0.4351  -0.22
2 C -3.0634 -0.2533 -0.7609  -0.77
3 I -1.5764 -1.3691 -1.7679  1.09
4 C -2.8794 1.0483 -0.4274  -0.59
5 I -4.6252 1.9757 0.5192  0.97
6 C -1.5952 2.0102 -0.6638  -0.32
7 C -1.9275 2.7622 -2.0182  -0.11
8 C -0.8050 3.0840 -3.0526  -0.16
9 C -1.0189 2.3573 -4.4559  -0.23
10 N -1.3905 0.9380 -4.3287  -0.09
11 C -1.5069 0.2734 -5.6686  -0.15
12 C -0.2221 -0.6305 -5.8548  -0.13
13 C -0.2572 -1.9638 -5.2939  -0.07
14 C 0.9096 -2.8571 -5.3733  -0.08
15 C 2.0855 -2.3271 -6.0472  -0.09
16 C 2.1369 -1.0002 -6.6251  -0.01
17 C 0.9767 -0.1348 -6.5321  -0.24
18 O 0.9478 1.1706 -7.0214  0.00
19 N -1.8779 2.9560 0.4868  -0.05
20 C -1.2945 2.4032 1.6678  -0.39
21 O -1.5610 2.8514 2.7514  0.12
22 C -0.3440 1.1345 1.2976  -0.29
23 O 0.7435 1.3195 2.2065  -0.03
24 C -0.8478 -0.3097 1.6310  -0.06
25 C -0.3371 -0.7257 3.0754  -0.73
26 O -1.0615 -0.4855 3.9837  0.07
27 Cl 1.2351 -1.5679 3.3328  0.68
28 C -0.1262 1.5864 -0.2211  -0.27
29 N 0.5387 2.9295 0.0776  0.06
30 C 0.9504 0.9111 -1.1531  -0.19
31 C 1.8395 -0.2344 -0.5441  -0.66
32 C 3.3436 0.2790 -0.4564  -0.14
33 Cl 1.9394 -1.7298 -1.6214  0.52
34 H -5.2072 -0.4863 -1.0120  0.05
35 H -4.3576 -2.0702 -0.7974  0.05
36 H -4.6109 -0.9515 0.6678  0.05
37 H -2.7345 2.1706 -2.5317  0.11
38 H -2.4349 3.7279 -1.7328  0.12
39 H 0.2581 2.9501 -2.7471  0.09
40 H -0.8977 4.1768 -3.3220  0.12
41 H -1.9105 2.8804 -4.9156  0.12
42 H -0.1649 2.5470 -5.1635  0.11
43 H -0.5876 0.4838 -3.8892  0.03
44 H -2.3769 -0.4286 -5.6212  0.12
45 H -1.5989 1.0587 -6.4558  0.11
46 H -1.1369 -2.3777 -4.7418  0.07
47 H 0.8554 -3.8595 -4.9045  0.10
48 H 2.9785 -2.9973 -6.1034  0.10
49 H 3.0414 -0.5733 -7.1211  0.12
50 H 0.0984 1.2832 -7.4791  0.10
51 H -1.7958 3.9443 0.2901  0.13
52 H 0.8374 2.2491 2.4743  0.12
53 H -0.4456 -1.1052 0.9441  0.07
54 H -1.9620 -0.3802 1.6742  0.12
55 H 0.5245 3.5274 -0.7477  0.09
56 H 1.5076 2.7856 0.3592  0.09
57 H 1.6769 1.7101 -1.4702  0.10
58 H 0.5717 0.5335 -2.1428  0.04
59 H 1.5834 -0.5692 0.4834  0.06
60 H 3.4272 1.2195 0.1404  0.08
61 H 3.6306 0.5339 -1.5157  0.08
62 H 4.0438 -0.5308 -0.1346  0.08
63 O 2.3541 -2.9177 10.0406  -0.32
64 S 2.3360 -3.3051 8.6512  0.66
65 O 3.0851 -4.4369 8.1619  -0.33
66 C 0.6351 -3.4646 8.1286  -0.23
67 C 0.2531 -2.0672 7.6542  -0.22
68 C 1.4491 -1.5621 6.8425  -0.24
69 C 2.7145 -1.8664 7.6511  -0.22
70 H 0.0251 -3.8195 8.9574  0.11
71 H 0.6058 -4.1809 7.3062  0.11
72 H -0.6615 -2.0817 7.0603  0.12
73 H 0.0875 -1.4124 8.5144  0.12
74 H 1.4876 -2.0891 5.8865  0.05
75 H 1.3678 -0.4963 6.6251  0.12
76 H 3.5621 -2.0904 7.0053  0.10
77 H 2.9669 -1.0463 8.3233  0.10

As for the net charge: 0. For the lowest unoccupied orbital energy, the calculation gives -0.2 eV. As for the SMILES: C/C(I)=C(\I)[C@@]1(CCCNCc2ccccc2O)NC(=O)[C@@](O)(CC(=O)Cl)[C@@]1(N)C[C@H](C)Cl.O=S1(=O)CCCC1. As for the gap between HOMO and LUMO: 0.3176 Eh. Its spin multiplicity is 1. The calculation puts the HOMO energy at -8.8 eV.

=====

Entry 2:
# C26H37CoN6O2P2S

C26H37CoN6O2P2S as an isolated structure at a distorted geometry (ωB97M-V with the def2-TZVPD basis set, the OMol25 dataset).

Each line ends with the Löwdin charge.
Element x y z (Å)
1 Co 0.3711 0.1189 0.1039  0.18
2 C -0.2992 3.9875 -1.3145  -0.03
3 C -0.1355 2.7683 -0.4525  -0.28
4 N 0.6551 1.7662 -0.8152  -0.04
5 N 1.2794 1.8603 -1.9947  -0.02
6 C 2.1678 0.9573 -2.2868  -0.87
7 N 2.8408 1.0863 -3.4854  0.05
8 S 2.5710 -0.3860 -1.3041  0.69
9 C -0.6792 2.6773 0.8433  -0.25
10 C -1.2049 3.7755 1.5620  -0.01
11 C -1.5648 3.6217 2.8720  -0.07
12 C -1.4177 2.3593 3.4727  -0.06
13 C -0.9261 1.3282 2.6995  -0.14
14 N -0.5971 1.4394 1.4243  0.02
15 H -0.0775 3.7301 -2.3457  0.06
16 H 0.4025 4.7595 -0.9988  0.09
17 H -1.3106 4.3831 -1.2444  0.07
18 H 2.3837 1.6922 -4.1505  0.08
19 H 3.1699 0.2107 -3.8635  0.06
20 H -1.2865 4.7371 1.0733  0.11
21 H -1.9289 4.4594 3.4538  0.10
22 H -1.6880 2.1954 4.5072  0.09
23 H -0.8034 0.3452 3.1341  0.09
24 C -0.1491 -2.2051 3.0407  -0.23
25 P -0.1125 -1.8643 1.2153  0.89
26 C 0.4132 -3.5351 0.6325  -0.24
27 C -1.9970 -2.0638 1.0675  -0.40
28 C -2.5718 -1.7146 -0.2972  -0.37
29 P -1.9763 -0.0445 -0.8186  0.82
30 C -2.9770 0.3214 -2.3480  -0.23
31 C -3.2967 0.9033 0.2953  -0.27
32 H -0.3135 -3.2703 3.1934  0.04
33 H -0.9656 -1.6616 3.5104  0.02
34 H 0.7874 -1.9259 3.5151  0.04
35 H -0.4475 -4.1739 0.4352  0.04
36 H 1.0435 -3.9765 1.4005  0.04
37 H 1.0307 -3.4172 -0.2532  0.04
38 H -2.4103 -1.3433 1.7802  0.05
39 H -2.3129 -3.0645 1.3898  0.07
40 H -3.6670 -1.6773 -0.2515  0.08
41 H -2.2873 -2.4463 -1.0510  0.05
42 H -4.0428 0.4243 -2.1524  0.03
43 H -2.8043 -0.4569 -3.0894  0.03
44 H -2.6099 1.2648 -2.7554  0.04
45 H -4.3170 0.5713 0.0925  0.01
46 H -3.2334 1.9696 0.0867  0.01
47 H -3.0798 0.7643 1.3517  0.00
48 C -0.4736 -0.7667 -2.0546  -0.34
49 C -0.5285 -1.8767 -3.0013  -0.27
50 C -0.5180 -1.6346 -4.3833  -0.06
51 C -0.5269 -2.6689 -5.2965  -0.12
52 C -0.5761 -3.9886 -4.8743  -0.13
53 C -0.5919 -4.2487 -3.5143  -0.10
54 C -0.5661 -3.2170 -2.6041  -0.07
55 H 0.2571 -0.9097 -1.2207  -0.06
56 H -0.2328 0.1465 -2.6045  0.05
57 H -0.4757 -0.6128 -4.7374  0.10
58 H -0.4837 -2.4477 -6.3557  0.09
59 H -0.5902 -4.8000 -5.5901  0.08
60 H -0.6104 -5.2681 -3.1512  0.09
61 H -0.5466 -3.4534 -1.5586  0.06
62 C 3.7735 2.8061 3.6982  -0.05
63 N 3.4520 1.5827 3.0113  -0.07
64 C 4.1105 0.4408 3.3033  -0.08
65 C 3.7423 -0.7244 2.7490  0.01
66 C 2.5753 -0.7374 1.8928  -0.56
67 O 2.1166 -1.8361 1.5255  -0.18
68 N 1.9903 0.4260 1.5555  0.10
69 C 2.4116 1.6081 2.0338  -0.48
70 O 1.9655 2.6978 1.7331  0.04
71 H 4.7731 3.1578 3.4328  0.09
72 H 3.7229 2.6566 4.7791  0.08
73 H 3.0335 3.5475 3.3961  0.08
74 H 4.9268 0.5275 4.0103  0.12
75 H 4.2428 -1.6553 2.9483  0.10

As for the net charge: -1. For the lowest unoccupied orbital energy (alpha / beta), the calculation gives 2.6 / 2.6 eV. The calculation puts the energy above the lowest of the compared OMol25 structures with the same formula, charge and spin at 188.84 kJ/mol. As for the gap between HOMO and LUMO (alpha / beta): 0.1834 / 0.1971 Eh. Its spin multiplicity is 4. The calculation puts the HOMO energy (alpha / beta) at -2.4 / -2.8 eV.

=====

Entry 3:
# C26H37FN4O5Si

A 4-piece molecular cluster, C26H37FN4O5Si overall at a distorted geometry (ωB97M-V with the def2-TZVPD basis set, the OMol25 dataset).

Each line ends with the Löwdin charge.
Element x y z (Å)
1 C 4.7552 -1.6931 -0.7581  0.01
2 C 3.9186 -2.3537 -1.8098  -0.52
3 O 3.8718 -1.9543 -2.9558  0.10
4 O 3.2105 -3.4426 -1.3904  -0.02
5 C 1.7998 -3.3309 -1.7198  -0.18
6 C 1.0384 -4.1626 -0.7348  -0.17
7 C -0.4905 -4.1383 -0.9587  -0.24
8 C -1.0441 -2.7989 -1.4357  -0.25
9 Si -2.9262 -2.6887 -1.4076  0.70
10 C -3.7307 -3.8109 -0.1038  -0.24
11 C -4.9132 -3.2122 0.6385  -0.34
12 N -6.0998 -3.0208 -0.2061  0.01
13 C -3.5259 -3.3217 -3.0990  -0.23
14 O -3.1980 -2.3981 -4.1549  -0.20
15 O -2.1039 -2.9322 -4.9111  -0.03
16 C -3.5590 -0.9166 -1.1787  -0.13
17 C -2.8312 0.1512 -1.9492  -0.48
18 O -3.2903 1.2639 -2.0519  0.11
19 F -1.6480 -0.1303 -2.5431  0.09
20 H 5.7937 -1.9142 -0.9676  0.08
21 H 4.4746 -2.0088 0.2360  0.08
22 H 4.6398 -0.6235 -0.8434  0.08
23 H 1.5297 -2.2885 -1.6412  0.12
24 H 1.6347 -3.6996 -2.7260  0.13
25 H 1.2285 -3.8310 0.2802  0.12
26 H 1.3569 -5.1965 -0.7985  0.12
27 H -0.7598 -4.9194 -1.6642  0.11
28 H -0.9375 -4.4256 -0.0146  0.09
29 H -0.5956 -1.9598 -0.9148  0.08
30 H -0.7655 -2.6761 -2.4787  0.07
31 H -2.9617 -4.0279 0.6331  0.07
32 H -3.9766 -4.7619 -0.5706  0.09
33 H -5.1851 -3.9058 1.4308  0.10
34 H -4.5995 -2.3041 1.1459  0.09
35 H -6.4905 -2.1083 -0.0255  0.06
36 H -5.8674 -3.0510 -1.1886  0.04
37 H -3.0456 -4.2702 -3.3140  0.09
38 H -4.6020 -3.4807 -3.1237  0.08
39 H -1.4143 -2.2761 -4.7605  0.09
40 H -4.5897 -0.8740 -1.5048  0.09
41 H -3.5554 -0.6801 -0.1202  0.06
42 C -3.1693 2.8442 3.3022  -0.10
43 C -3.0571 1.6760 4.0398  -0.07
44 C -2.8446 0.4861 3.3630  -0.16
45 N -2.7449 0.3929 2.0366  0.05
46 C -2.8643 1.5264 1.3419  -0.14
47 C -3.0720 2.7682 1.9234  -0.06
48 H -3.3342 3.7963 3.7898  0.08
49 H -3.1287 1.6866 5.1187  0.10
50 H -2.7415 -0.4476 3.9057  0.10
51 H -2.7964 1.4198 0.2692  0.08
52 H -3.1597 3.6531 1.3078  0.11
53 C 9.0106 2.4349 -2.2620  -0.08
54 C 8.1638 2.0041 -3.2696  -0.07
55 C 7.2871 0.9654 -2.9944  -0.14
56 N 7.2146 0.3557 -1.8137  0.06
57 C 8.0359 0.7813 -0.8564  -0.15
58 C 8.9473 1.8120 -1.0263  -0.08
59 H 9.7091 3.2432 -2.4365  0.10
60 H 8.1803 2.4615 -4.2490  0.10
61 H 6.6047 0.5978 -3.7530  0.11
62 H 7.9555 0.2652 0.0948  0.10
63 H 9.5893 2.1165 -0.2114  0.10
64 C 0.2668 7.1997 4.6370  -0.08
65 C -0.9424 7.8282 4.8859  -0.07
66 C -2.1110 7.1613 4.5536  -0.15
67 N -2.1363 5.9485 4.0051  0.05
68 C -0.9668 5.3581 3.7705  -0.15
69 C 0.2575 5.9374 4.0673  -0.07
70 H 1.2017 7.6865 4.8829  0.11
71 H -0.9812 8.8138 5.3281  0.10
72 H -3.0789 7.6157 4.7335  0.10
73 H -1.0176 4.3740 3.3207  0.09
74 H 1.1778 5.4111 3.8559  0.10

As for the net charge: 0. For the lowest unoccupied orbital energy, the calculation gives 0.6 eV. As for the SMILES: CC(=O)OCCCC[Si@](CCN)(COO)CC(=O)F.c1ccncc1.c1ccncc1.c1ccncc1. As for the gap between HOMO and LUMO: 0.3646 Eh. Its spin multiplicity is 1. The calculation puts the HOMO energy at -9.3 eV.

=====

Entry 4:
# C26H37Ge2MoN3O5S

C26H37Ge2MoN3O5S as an isolated structure at a distorted geometry (ωB97M-V with the def2-TZVPD basis set, the OMol25 dataset).

Each line ends with the Löwdin charge.
Element x y z (Å)
1 Mo 0.6495 -0.5351 0.8487  1.35
2 O 4.8143 -0.5637 5.2708  0.17
3 C 4.0048 -0.5199 4.2351  -0.24
4 C 4.1001 -1.3998 3.1333  0.14
5 C 3.1658 -1.2902 2.1207  -0.12
6 N 2.1982 -0.3646 2.1604  -0.03
7 C 2.0799 0.4656 3.2033  -0.13
8 C 2.9602 0.4287 4.2633  0.15
9 C 0.7922 1.2150 3.0791  -0.46
10 O 0.2888 1.9402 3.8896  0.21
11 O 0.1882 0.8133 1.9439  -0.33
12 C 2.9256 -2.1939 0.9296  -0.43
13 O 3.5968 -3.1074 0.5674  0.24
14 O 1.7702 -1.7994 0.3648  -0.26
15 H 5.4656 -1.2793 5.2341  0.16
16 H 4.8760 -2.1496 3.0819  0.15
17 H 2.8509 1.0930 5.1050  0.16
18 C -4.3179 -1.1309 -1.2542  -0.16
19 C -3.3173 -1.0277 -0.1087  -0.37
20 Ge -1.3644 -0.9417 -0.6649  0.83
21 C -0.6674 -2.8664 -1.0290  -0.36
22 C -1.5511 -3.6358 -1.9907  -0.15
23 C -1.2033 -0.0417 -2.3894  -0.25
24 C -0.0897 0.6422 -2.7283  -0.34
25 Ge 1.1985 1.0032 -1.1892  1.00
26 C 3.1892 0.6232 -1.4388  -0.35
27 C 3.9201 1.3449 -2.5609  -0.15
28 C 0.8024 2.8241 -0.3741  -0.35
29 C 0.8151 4.0318 -1.2999  -0.15
30 C 0.1235 1.2109 -4.0422  -0.25
31 C -0.6013 0.7821 -5.1695  -0.02
32 C -0.4382 1.4174 -6.3810  -0.06
33 C 0.4456 2.4832 -6.5064  -0.05
34 C 1.1958 2.8913 -5.4104  -0.06
35 C 1.0490 2.2511 -4.2003  -0.08
36 H -5.3281 -1.1672 -0.8503  0.08
37 H -4.1518 -2.0270 -1.8457  0.06
38 H -4.2605 -0.2669 -1.9114  0.07
39 H -3.4434 -1.8802 0.5629  0.05
40 H -3.5300 -0.1218 0.4666  0.05
41 H -0.6193 -3.3854 -0.0652  0.02
42 H 0.3476 -2.7931 -1.4362  0.05
43 H -2.5601 -3.7507 -1.6009  0.06
44 H -1.1279 -4.6323 -2.1250  0.09
45 H -1.5914 -3.1608 -2.9684  0.08
46 H -2.0266 -0.0684 -3.0912  0.06
47 H 3.2919 -0.4595 -1.5686  0.06
48 H 3.6505 0.8900 -0.4807  0.05
49 H 3.5316 1.0672 -3.5377  0.07
50 H 4.9725 1.0693 -2.5281  0.09
51 H 3.8566 2.4246 -2.4430  0.07
52 H 1.5403 2.9735 0.4218  0.06
53 H -0.1829 2.7370 0.1017  0.06
54 H 1.8118 4.2055 -1.6990  0.07
55 H 0.5240 4.9168 -0.7381  0.08
56 H 0.1157 3.9122 -2.1246  0.07
57 H -1.2841 -0.0501 -5.0950  0.11
58 H -1.0017 1.0936 -7.2407  0.11
59 H 0.5556 2.9859 -7.4541  0.11
60 H 1.8954 3.7050 -5.5120  0.11
61 H 1.6368 2.5538 -3.3422  0.06
62 C -3.1639 0.7617 4.1738  -0.03
63 N -2.1921 -0.0803 3.4951  0.01
64 C -2.0946 -1.3967 3.4235  -0.72
65 S -0.7606 -2.0991 2.5580  0.74
66 N -2.9115 -2.2908 3.9513  -0.01
67 C -4.0538 -2.1310 4.8286  -0.03
68 H -3.0000 1.7831 3.8380  0.10
69 H -3.0255 0.7386 5.2558  0.10
70 H -4.1792 0.4663 3.9200  0.09
71 H -1.4317 0.4451 3.0801  0.07
72 H -2.6778 -3.2466 3.7155  0.13
73 H -3.8679 -1.3787 5.5904  0.09
74 H -4.2313 -3.0840 5.3215  0.11
75 H -4.9484 -1.8727 4.2604  0.10

As for the net charge: +2. For the lowest unoccupied orbital energy (alpha / beta), the calculation gives -8.8 / -8.5 eV. The calculation puts the energy above the lowest of the compared OMol25 structures with the same formula, charge and spin at 138.22 kJ/mol. As for the gap between HOMO and LUMO (alpha / beta): 0.1449 / 0.1563 Eh. Its spin multiplicity is 1. The calculation puts the HOMO energy (alpha / beta) at -12.8 / -12.8 eV.

=====

| no. | electronic energy (Eh) |
| --- | --- |
| 1 | -3542.42267 |
| 2 | -3955.64146 |
| 3 | -1997.41361 |
| 4 | -6173.03616 |